Record 1
{"formula": "C29H25BrN3O5RbS", "method": "ωB97M-V/def2-TZVPD", "energy_ha": -4656.91067, "charge": -2, "homo_lumo_gap_ev": 4.36, "e_homo_ev": -0.80, "e_above_lowest_kcal_mol": 24.29, "elements": ["O", "C", "H", "O", "H", "C", "H", "C", "C", "H", "H", "H", "C", "H", "H", "H", "C", "H", "C", "H", "C", "Br", "S", "C", "H", "C", "C", "H", "C", "C", "H", "N", "C", "C", "C", "H", "C", "C", "C", "C", "C", "H", "H", "Rb", "C", "H", "H", "C", "C", "H", "N", "H", "N", "H", "C", "C", "C", "O", "H", "H", "C", "C", "O", "O", "H"], "xyz": [[0.3174, 2.5221, 1.0464], [-6.4134, 2.9053, -3.7934], [-7.0219, 3.0368, -1.7480], [0.1301, -1.2985, 2.3212], [-5.5537, 2.6648, -5.7535], [3.0776, 3.2944, -1.0680], [2.1260, -0.0968, -2.4387], [-4.0626, 1.7830, -2.8358], [-4.4039, -5.6529, -4.1957], [-5.2094, -5.2178, -4.7728], [-3.4311, -8.5897, -2.8427], [-3.0879, -2.8419, -2.2011], [-3.3184, -4.8753, -3.8565], [4.2060, 3.6216, -2.8618], [3.3161, 4.2546, -0.6346], [-0.0068, -2.1800, 4.9334], [-4.4700, -6.9872, -3.8171], [-3.4558, 1.6638, -0.6209], [-3.4043, -7.5447, -3.1244], [4.4742, -0.3085, 5.6840], [2.2541, 2.4015, -0.3774], [0.7182, -2.5410, -2.3072], [3.5113, 0.7739, 3.2949], [3.4777, -0.7086, 5.5396], [1.9137, 3.8021, 1.2024], [3.5768, 2.9379, -2.3055], [-2.3122, -6.7765, -2.7921], [3.6092, 1.3751, -3.7901], [-2.8016, 1.1224, -2.3245], [2.9452, -1.5889, 6.4576], [-3.2746, -3.8506, -4.1944], [-1.9497, -1.1285, -2.5390], [-5.4192, 2.5288, -4.6879], [2.4159, 0.8782, -2.0692], [3.2436, 1.6955, -2.8249], [2.2352, 2.1306, 1.7186], [-1.0896, -4.6565, -2.7307], [0.5399, -0.4181, 3.1010], [1.6993, 2.7443, 0.9750], [1.4715, -0.8421, 4.2176], [-5.0741, 2.1489, -1.8948], [0.1704, 1.8878, 1.7871], [-7.3335, 3.3438, -4.1684], [-0.4645, 0.1923, 0.4785], [2.7579, -0.3074, 4.4054], [-3.8732, -0.6902, -2.1415], [-5.3344, -7.5841, -4.0711], [-1.0271, -3.3124, -2.5302], [1.6850, -2.1297, 6.2528], [-1.4910, -7.2137, -2.2406], [1.9326, 1.2168, -0.8884], [-0.1813, -5.2256, -2.5857], [-2.9883, -0.3243, -2.5015], [3.5131, -1.8559, 7.3439], [-2.2505, -5.4102, -3.1159], [0.9711, -1.7575, 5.1249], [-4.2499, 1.9770, -4.1891], [-2.5203, 1.4263, -0.9988], [-3.4594, 1.6786, -4.8681], [1.2606, -2.8325, 6.9614], [-6.2470, 2.7332, -2.4416], [-2.1046, -2.4008, -2.4121], [0.1818, 0.7822, 3.0968], [-4.9404, 1.9563, -0.6367], [-1.9272, 1.3763, -2.9438]]}

***

Record 2
{"formula": "C25H48F4O19", "method": "ωB97M-V/def2-TZVPD", "multiplicity": 2, "energy_ha": -2809.88334, "charge": 1, "homo_lumo_gap_ev": [8.33, 2.08], "s_squared": 0.7541, "e_homo_ev": [-11.03, -11.03], "e_above_lowest_kcal_mol": 0.00, "elements": ["H", "C", "H", "H", "O", "H", "C", "C", "H", "C", "H", "H", "H", "H", "H", "H", "H", "C", "C", "H", "O", "H", "H", "H", "O", "C", "H", "H", "O", "H", "O", "O", "H", "O", "F", "H", "C", "H", "O", "H", "O", "F", "O", "H", "H", "O", "H", "O", "F", "H", "C", "H", "C", "C", "H", "H", "C", "H", "H", "C", "C", "O", "C", "C", "C", "C", "O", "C", "C", "H", "H", "H", "C", "C", "H", "C", "H", "O", "H", "H", "H", "H", "O", "O", "C", "H", "O", "H", "H", "C", "H", "F", "H", "H", "O", "H"], "xyz": [[-3.0202, 5.7622, 1.9613], [2.7123, 4.3595, -4.2967], [-4.5023, 0.6444, 2.3208], [-1.9276, -4.3204, 5.2691], [-1.7036, 1.1324, -4.0443], [-0.5263, -5.2588, 5.1149], [3.0085, 2.1617, -3.7547], [-1.4409, -5.0080, 4.5775], [5.1146, -2.0696, -0.4769], [-1.2618, 3.3183, -4.4579], [0.3425, -4.1881, 1.3903], [6.4348, -1.0796, -0.9302], [2.1014, 1.5591, -3.8007], [-0.0041, 1.5348, -4.9879], [-0.8892, -3.6231, 3.2603], [-2.0952, 3.1403, 1.7416], [1.8859, -4.7507, -0.3880], [-2.5466, 5.0010, 2.5812], [-1.7506, -1.5941, -1.8613], [4.1531, -5.0219, 0.2112], [-0.7104, -1.7669, 2.1923], [-1.4211, 1.8529, -6.0243], [3.5341, -4.1009, 2.9130], [3.1778, 4.3309, 3.9905], [1.9546, -5.0751, 2.2447], [-4.8984, 0.7383, 1.3096], [4.2898, -3.4258, 0.8952], [-4.7037, -3.6371, 1.6385], [-1.1012, -4.5589, 3.2888], [-2.0112, 3.9505, -2.4937], [1.2831, -1.3032, -3.3688], [-4.3592, 3.8091, -0.2127], [3.8367, -5.8603, 2.3785], [-3.8741, -2.5023, 3.2788], [-1.9522, -1.7249, -0.5485], [-1.2872, 1.3479, -2.0080], [1.7897, 0.2960, 1.7551], [2.5662, 2.6816, -1.5917], [1.1421, -0.5734, 2.5796], [0.3324, 1.9337, 1.5660], [-3.3015, 1.8315, 0.0018], [-4.0856, -0.1835, -0.6633], [-0.2152, 0.0817, 1.0390], [1.6943, 4.0931, 2.0409], [2.6141, 0.8611, 2.1900], [2.3901, 5.3394, -4.9317], [-0.3721, 3.1800, -2.4056], [3.0103, 3.0985, -4.7690], [4.3841, 3.2006, -2.2908], [-3.1200, -3.0869, 3.3841], [-1.0179, 1.9343, -5.0149], [-0.4637, 3.9674, -4.8180], [-1.6306, -2.8148, -2.6367], [1.3984, -3.9785, 1.5614], [2.3716, -0.3490, 1.0969], [-2.5607, -0.9660, -2.2318], [3.2182, 3.8197, 3.0286], [3.7844, 2.8975, 3.1596], [3.8466, 1.4681, -3.6872], [3.0766, 3.0670, -2.4743], [2.2626, -3.9414, 0.2375], [2.5623, 4.2649, -2.9176], [-4.3527, 2.5959, 0.1855], [0.0257, -0.8344, 1.9376], [-3.7262, 0.5007, 0.3333], [0.7342, 1.0585, 1.0554], [4.8645, -0.0453, -0.0755], [0.1311, -1.5323, -3.0779], [-4.8693, -3.3854, 2.6860], [-2.2616, 3.6433, -4.7459], [-1.8969, 5.5560, 3.2579], [-2.0393, -5.8995, 4.3898], [3.3709, -4.8943, 2.1836], [3.6325, -4.2931, 0.8325], [3.7291, 4.4740, 2.3222], [-1.3418, 3.1941, -2.9032], [2.1883, -2.9066, -0.0967], [-0.4725, -1.0045, -1.9670], [1.4215, -3.1717, 2.2940], [-2.9683, -0.0792, 0.8599], [-4.9377, -4.3069, 3.2642], [-3.2646, 4.4121, 3.1519], [-1.7344, 4.0213, 1.8656], [2.0133, 3.3739, 2.5910], [-1.9168, 1.7744, -2.7889], [-5.7475, 0.0559, 1.2725], [-0.6594, -2.4862, -3.5891], [-1.1865, -3.4534, -1.8731], [5.0537, 0.7877, -0.5134], [5.3461, -1.0824, -0.8769], [-2.6043, -3.2334, -2.8910], [1.1327, 1.3168, -0.2608], [-5.8189, -2.8534, 2.7434], [5.0110, -1.1455, -1.9122], [-5.3828, 2.0236, 0.9181], [-2.9915, 1.9231, -2.6840]]}

***

Record 3
{"formula": "C3H3Br3O4P", "method": "ωB97M-V/def2-TZVPD", "energy_ha": -8480.66321, "charge": -1, "homo_lumo_gap_ev": 9.06, "e_homo_ev": -6.22, "e_above_lowest_kcal_mol": 0.00, "elements": ["O", "P", "O", "Br", "O", "C", "Br", "H", "C", "Br", "O", "H", "H", "C"], "xyz": [[-4.3611, 1.2845, 1.4703], [-3.0025, 1.4149, 1.9344], [-1.9755, 0.2900, 1.2986], [0.3855, 2.3970, 1.8522], [-2.5859, 1.5742, 3.2948], [0.2218, 0.0940, 0.1010], [-2.4078, 0.4468, -1.3953], [0.9090, 0.8651, 0.1207], [-1.2244, 2.1909, 0.5169], [-0.6441, 3.3084, -1.0074], [-2.3383, 2.6462, 0.9326], [0.2795, -0.4400, -0.8624], [0.4618, -0.6668, 0.8117], [-1.2078, 0.7383, 0.2526]]}